Computed, not measured: a structure of composition C25H40BrCl3MgN3O3Si in a non-equilibrium geometry, with wB97M-V/def2-TZVPD.

The total energy comes out at -158123.975 eV. The strongest force on any atom comes out at 3.6 eV/Å. The calculation puts the relative energy (zero: lowest compared OMol25 entry of this formula, charge and spin) at 434.06 kJ/mol. The HOMO-LUMO gap is 4.80 eV.

Structure (ORCA input):
```
! wB97M-V def2-TZVPD RIJCOSX def2/J DEFGRID3
* xyz -1 1
C 3.27502 3.52835 2.23605
C 1.99054 3.42259 1.42966
H 3.62274 4.55689 2.31179
H 4.10190 2.96875 1.79384
H 3.10501 3.16192 3.24856
C 1.53530 4.51796 0.73712
C 2.03107 5.90426 0.93599
H 0.73507 4.40852 -0.00328
H 2.99837 6.02668 0.42719
H 2.14170 6.24395 1.97623
H 1.34125 6.63809 0.49849
Mg -0.47934 -2.42473 -0.20052
Cl -0.18584 -3.00078 2.23661
Cl 1.00013 -3.52666 -1.67891
H -1.62762 -7.40497 -1.79761
H -1.10798 -8.11277 0.72355
C -1.08675 -6.46681 -1.61437
C -0.50595 -7.19894 0.73796
N -1.05702 -6.19656 -0.17033
H -1.60020 -5.61427 -2.07216
C -1.35435 -4.98144 0.26507
O -1.73396 -4.02140 -0.44322
H -0.53939 -6.76742 1.74731
H -1.15735 -4.78844 1.34676
H -0.06591 -6.54758 -2.02106
H 0.53229 -7.45476 0.48732
H 1.77294 1.34228 -2.33954
H 0.04427 3.65470 -2.70272
C 1.23640 1.08020 -3.26257
C -0.23721 3.00817 -3.54014
N -0.09600 1.61293 -3.19776
H 1.20923 -0.00892 -3.37097
C -1.16280 0.84144 -2.87081
O -1.10563 -0.38235 -2.70874
H -1.28493 3.20409 -3.78588
H -2.09554 1.42661 -2.76776
H 1.76028 1.54849 -4.09553
H 0.40360 3.23489 -4.39030
O 1.94530 1.89593 0.69803
C 1.06724 2.19422 1.73738
C -0.79122 2.65218 0.12364
C -0.39027 2.17915 1.37772
H -0.02606 2.77442 -0.65117
C -2.12703 2.97872 -0.09674
H 1.33466 1.71877 2.69793
C -1.37126 1.63003 2.23914
H -2.39943 3.55355 -0.98598
C -3.10377 2.57998 0.83583
C -2.72388 1.84569 1.95873
H -1.06026 1.02903 3.10685
H -4.16513 2.85082 0.67445
H -3.48630 1.46611 2.64375
Si 2.86071 -0.35596 0.38906
Cl 0.37287 -0.36361 0.00912
C 3.51053 -0.43069 -1.36787
C 2.93218 -2.17086 0.96333
C 3.94825 0.54666 1.59602
H 3.00432 0.20635 -2.09267
H 3.41032 -1.46752 -1.72713
H 4.58159 -0.17259 -1.39125
H 4.45872 1.34841 1.04375
H 4.72253 -0.10981 2.00555
H 3.37090 0.94652 2.43582
H 2.06683 -2.46287 1.57885
H 3.85514 -2.34603 1.54335
H 2.94701 -2.83118 0.07864
Br -5.44340 0.75271 -1.88973
C -4.61006 -0.31687 -0.57385
C -5.20540 -0.53248 0.66528
C -4.44093 -1.12886 1.67062
C -3.10866 -1.47191 1.39045
N -2.57181 -1.34333 0.17482
C -3.32036 -0.83392 -0.81390
H -6.22927 -0.20665 0.82040
H -4.82843 -1.33470 2.67006
H -2.44859 -1.89112 2.15962
H -2.89092 -0.81126 -1.80319
*
```